Record 1
Below is a 2-piece molecular cluster, C5H8O overall in a non-equilibrium geometry, with properties calculated with the ωB97M-V functional and the def2-TZVPD basis.

Calculated values
LUMO level, eV: 0.518
Structure (SMILES): C=CC=O.C=C
Maximum force, eV/A: 1.0
Energy, hartree: -270.441767
Energy above the lowest of the compared OMol25 structures with the same formula, charge and spin, eV: 3.160

Geometry (Å):
C1 -0.8630 -1.4059 -0.7843
C2 -0.4104 -1.0969 0.4275
C3 -1.0721 0.0443 1.1063
O1 -1.2162 1.1784 0.7154
H1 -1.2761 -0.6293 -1.4220
H2 -0.8002 -2.4141 -1.1717
H3 0.1085 -1.8286 1.0459
H4 -1.5795 -0.2771 2.0333
C4 1.3197 0.5949 -0.7771
C5 1.0770 1.5691 0.0897
H5 0.8155 0.5591 -1.7408
H6 2.0026 -0.2184 -0.5661
H7 0.5036 2.4484 -0.1704
H8 1.3748 1.4835 1.1327

***

Record 2
Below is a 2-piece molecular cluster, CH5FP2 overall in a non-equilibrium geometry, with properties calculated with the ωB97M-V functional and the def2-TZVPD basis.

Calculated values
LUMO level, eV: -0.138
Structure (SMILES): [H]/P=C(\F)P.[H][H]
Maximum force, eV/A: 2.9
Energy, hartree: -823.543983
Energy above the lowest of the compared OMol25 structures with the same formula, charge and spin, eV: 3.137

Geometry (Å):
H1 -2.1027 -0.6147 -0.2440
P1 -1.1874 -0.4448 0.7746
C1 -0.2385 0.6748 0.0197
F1 -0.5826 1.1946 -1.2614
P2 1.0470 1.6329 0.8819
H2 2.0501 0.8766 0.5185
H3 0.9224 1.1009 2.1693
H4 -0.2010 -2.0316 -1.5910
H5 0.2928 -2.3887 -1.2676

***

Record 3
Below is C5H5EuO as an isolated structure in a non-equilibrium geometry, with properties calculated with the ωB97M-V functional and the def2-TZVPD basis.

Calculated values
Multiplicity: 9
LUMO level (spin up / spin down), eV: -9.074 / -9.022
Total charge: +2
Maximum force, eV/A: 4.9
Energy, hartree: -978.177858
Energy above the lowest of the compared OMol25 structures with the same formula, charge and spin, eV: 4.020

Geometry (Å):
C1 3.3690 -0.9761 0.7433
C2 2.2541 -0.6130 1.3582
C3 1.4001 -1.9019 1.1138
O1 0.2532 -1.7151 0.6563
Eu1 -1.4387 -0.2426 -0.1434
H1 4.3076 -0.9697 1.3121
H2 3.4353 -0.8239 -0.3451
H3 1.5698 -2.8241 1.6895
C4 -3.0310 1.6524 -1.1398
C5 -3.8228 2.5514 -1.5777
H4 -3.5059 3.6031 -1.6514
H5 -4.7905 2.2595 -2.0159

***

Record 4
Below is a 2-piece molecular cluster, C3H10N6 overall in a non-equilibrium geometry, with properties calculated with the ωB97M-V functional and the def2-TZVPD basis.

Calculated values
LUMO level (spin up / spin down), eV: -10.823 / -8.845
Total charge: +2
Maximum force, eV/A: 4.7
Energy, hartree: -448.068798
Energy above the lowest of the compared OMol25 structures with the same formula, charge and spin, eV: 2.004

Geometry (Å):
C1 1.7630 -2.2337 -0.9429
C2 -0.2467 -0.1452 2.2202
C3 -0.7310 0.8310 -1.0705
N1 1.4206 -1.1471 -1.2691
N2 -0.0945 1.0118 -2.1782
N3 -0.8134 -0.1943 1.0109
N4 -0.1391 0.1938 -0.0411
N5 0.9408 0.2743 2.5551
N6 -2.0115 1.4371 -1.0310
H1 2.5939 -2.6219 -1.5024
H2 1.5175 -2.8641 -0.0133
H3 -0.7889 -0.5791 3.0644
H4 0.9406 0.7035 -2.1571
H5 -0.5610 1.4975 -2.9182
H6 -1.8313 -0.6100 0.9426
H7 0.9860 0.3399 3.6114
H8 1.6372 0.2051 1.8308
H9 -2.0964 2.1369 -1.8798
H10 -2.4859 1.7646 -0.2318

***

> Which of these has the highest maximum force?

C5H5EuO